A 10-piece molecular cluster, C28H80N4O10 overall. Source: OMol25; level of theory: ωB97M-V/def2-TZVPD.

The geometry in XYZ format:
```
122
Properties=species:S:1:pos:R:3:mulliken_spin:R:1
C -0.2589 3.8799 -2.3228 1.148
C -1.4199 2.8781 -1.9880 -2.658
C -2.8350 3.6210 -2.0565 1.839
O -3.9363 2.6880 -1.8760 -2.782
C -5.1760 3.3100 -2.1956 3.538
N -1.4167 1.8557 -3.0072 0.184
H -0.0458 4.5986 -1.5315 -0.011
H -0.4812 4.4566 -3.2207 -0.674
H 0.6908 3.3512 -2.4044 0.474
H -1.2250 2.4071 -1.0245 -0.152
H -2.8391 4.1260 -3.0224 0.344
H -2.9655 4.3909 -1.2960 0.390
H -5.4981 4.0674 -1.4810 -0.338
H -5.9441 2.5455 -2.0793 -0.032
H -5.2235 3.6311 -3.2361 -0.224
H -2.3272 1.4196 -3.0345 0.241
H -1.3715 2.2212 -3.9477 -0.607
C -2.5808 2.1563 4.7459 -0.007
C -1.2681 2.1771 4.0328 -0.006
C -0.5555 0.8030 3.9857 -0.011
O -0.4731 0.2370 5.2807 -0.003
C 0.2584 -0.9879 5.3878 0.002
N -1.4614 2.7045 2.6889 0.072
H -3.0291 3.1452 4.8415 -0.020
H -2.5247 1.8008 5.7748 0.001
H -3.2150 1.4391 4.2248 0.025
H -0.5484 2.8015 4.5622 0.010
H 0.4111 1.0162 3.5293 0.002
H -1.1511 0.2471 3.2617 0.002
H -0.3255 -1.7921 4.9402 -0.001
H 0.4641 -1.1966 6.4377 0.001
H 1.2825 -1.0436 5.0186 -0.001
H -1.8825 3.5979 2.8999 -0.028
H -2.1943 2.1922 2.2195 0.051
C 5.6725 0.0729 -3.6238 -0.001
C 5.3967 1.0600 -4.7960 0.004
C 3.9370 1.6145 -4.7059 -0.008
O 3.0551 0.4954 -4.6591 -0.231
C 1.6896 0.8492 -4.8912 0.437
N 6.4193 2.0743 -4.7639 -0.001
H 4.8188 -0.6025 -3.5672 0.002
H 5.8601 0.5680 -2.6711 0.005
H 6.6102 -0.4669 -3.7560 -0.007
H 5.4862 0.4563 -5.6992 0.012
H 3.7271 2.1887 -5.6083 0.021
H 3.8477 2.3123 -3.8733 0.014
H 1.4156 1.4572 -5.7534 -0.079
H 1.4071 1.3787 -3.9813 0.043
H 1.0767 -0.0474 -4.7980 -0.012
H 6.2734 2.6095 -5.6079 -0.007
H 7.3044 1.5929 -4.8347 -0.003
C -0.2412 -1.5268 1.4110 -0.007
C -0.3206 -0.4741 0.3151 0.010
C 0.7952 -0.5750 -0.8148 -0.024
O 2.0475 -0.0690 -0.3199 -0.018
C 3.0480 0.2362 -1.2994 -0.045
N -1.6684 -0.4539 -0.2668 -0.171
H -1.1480 -1.6191 2.0087 0.000
H 0.5303 -1.3180 2.1522 -0.004
H -0.1139 -2.4952 0.9272 0.010
H -0.2482 0.4856 0.8269 0.005
H 0.5353 0.0583 -1.6630 0.066
H 0.8722 -1.5400 -1.3157 -0.030
H 2.7031 1.0413 -1.9481 0.034
H 3.2699 -0.6551 -1.8863 0.000
H 3.9595 0.5527 -0.7923 -0.006
H -1.4946 0.1123 -1.0849 0.057
H -2.3123 0.0707 0.3079 0.012
C 2.9670 3.9100 0.6713 -0.014
C 1.5700 3.3120 1.0268 -0.020
O 1.4548 3.2633 2.4477 -0.040
H 3.1724 3.9290 -0.3991 -0.023
H 3.7059 3.2758 1.1610 0.009
H 3.1076 4.9222 1.0504 0.000
H 1.4904 2.2865 0.6660 0.073
H 0.7781 3.9226 0.5931 0.053
H 0.5779 2.9065 2.6073 0.003
C -2.0201 -5.2170 1.9159 0.004
C -1.4854 -5.2919 3.2998 0.000
O -2.5776 -5.2621 4.2551 -0.001
H -2.4987 -6.1262 1.5521 0.000
H -1.1412 -5.0939 1.2831 0.001
H -2.6387 -4.3298 1.7806 -0.002
H -0.9067 -4.4169 3.5956 -0.001
H -0.8940 -6.1898 3.4788 0.000
H -2.3170 -5.5848 5.1209 0.000
C -5.1760 -3.0193 -2.0818 0.093
C -4.2127 -2.2589 -1.1372 -0.159
O -3.1941 -3.1126 -0.7375 -0.031
H -4.7069 -3.3793 -2.9974 -0.022
H -5.9233 -2.2728 -2.3511 -0.024
H -5.6936 -3.8509 -1.6036 0.003
H -4.6247 -1.7261 -0.2802 0.076
H -3.8190 -1.4430 -1.7434 0.056
H -2.5476 -2.5623 -0.2894 0.023
C 2.4183 -4.0640 -0.8368 -0.010
C 1.3692 -5.1978 -1.1051 0.004
O 1.3750 -6.0072 0.0629 -0.003
H 2.3668 -3.5763 0.1367 0.002
H 2.4373 -3.3034 -1.6174 0.009
H 3.4301 -4.4655 -0.8918 -0.004
H 1.7460 -5.6656 -2.0147 -0.004
H 0.3360 -4.8921 -1.2698 0.009
H 0.9886 -6.8417 -0.2126 0.000
C 4.3034 -0.1351 3.1423 -0.005
C 4.9099 -1.2119 2.2198 0.004
O 3.9204 -1.8098 1.4054 0.000
H 3.4833 -0.5044 3.7580 0.001
H 4.0046 0.7708 2.6149 0.002
H 5.0876 0.1474 3.8447 0.000
H 5.4981 -1.9930 2.7016 0.001
H 5.6487 -0.7605 1.5576 0.000
H 3.3493 -1.1613 0.9872 -0.001
C -5.0162 -0.0813 1.7285 -0.018
C -4.7991 0.9475 0.5874 -0.071
O -3.5607 1.5318 0.8040 -0.036
H -6.0725 -0.3265 1.8394 -0.044
H -4.8135 0.4047 2.6828 -0.021
H -4.3316 -0.9259 1.6514 0.042
H -5.4732 1.7995 0.6755 0.060
H -4.8831 0.5363 -0.4186 0.172
H -3.3145 2.0053 0.0061 0.009
```

## Properties
- multiplicity = 2
- ⟨S²⟩ = 0.75
- total charge = -1
- gap between HOMO and LUMO (alpha / beta) (eV) = 1.672 / 9.318
- E_LUMO (alpha / beta) (eV) = 2.2733 / 2.2608

***

C28H81BN7O7Pb as an isolated structure. Source: OMol25; level of theory: ωB97M-V/def2-TZVPD.

The geometry in XYZ format:
```
125
Properties=species:S:1:pos:R:3:lowdin_charge:R:1
Pb 3.3411 -0.2446 -0.9846 1.492
B 0.5686 0.3445 -0.2197 -0.482
H 0.7865 0.1586 -1.3458 -0.021
H -0.1387 -0.3753 0.3014 -0.031
H 1.5830 0.2417 0.3123 -0.089
H 0.1790 1.4212 -0.0982 0.001
C 4.2574 4.2499 -1.2248 -0.039
C 3.2060 3.5396 -0.3857 -0.371
C 2.0017 4.3990 -0.0493 -0.182
O 1.2986 4.9432 -1.1661 -0.224
C 0.2195 5.7543 -0.7475 -0.087
N 2.7481 2.3067 -1.1353 -0.057
H 3.8101 4.7258 -2.1009 0.078
H 5.0368 3.5675 -1.5620 0.084
H 4.7268 5.0953 -0.7193 0.089
H 3.5968 3.1083 0.5392 0.116
H 2.4162 5.2431 0.5176 0.135
H 1.3343 3.8477 0.6203 0.134
H -0.2633 6.2305 -1.5989 0.087
H 0.5265 6.5232 -0.0354 0.095
H -0.5771 5.1768 -0.2661 0.093
H 1.7647 2.2153 -0.8721 0.010
H 2.6468 2.7173 -2.0684 0.042
C -1.1846 -0.4973 3.4145 -0.023
C 0.0909 -1.3755 3.4871 -0.409
C 0.0219 -2.5466 4.4621 -0.201
O -0.1191 -2.0194 5.7600 -0.195
C -0.0584 -2.9030 6.8580 -0.096
N 0.3578 -1.9364 2.1561 0.014
H -2.0480 -1.0426 3.0397 0.066
H -0.9061 0.3224 2.7497 0.072
H -1.3660 -0.0793 4.4064 0.079
H 0.9473 -0.7204 3.6797 0.112
H 0.9789 -3.0778 4.3976 0.114
H -0.8194 -3.1930 4.1893 0.126
H 0.7130 -3.6686 6.7165 0.083
H -0.9966 -3.4567 6.9667 0.087
H 0.1454 -2.2666 7.7141 0.091
H 0.2985 -1.1953 1.4482 -0.008
H -0.4318 -2.5629 1.9490 0.039
C -2.8974 2.0954 -0.2016 -0.051
C -3.4528 0.6915 -0.5456 -0.411
C -4.5289 0.7676 -1.6387 -0.210
O -5.6639 1.3832 -1.0711 -0.189
C -6.8751 1.1437 -1.7796 -0.095
N -2.3795 -0.2080 -0.9524 0.042
H -3.6415 2.6601 0.3625 0.081
H -2.5937 2.6166 -1.1134 0.062
H -2.0125 2.0423 0.4341 0.056
H -3.8937 0.3957 0.4105 0.133
H -4.7548 -0.2720 -1.8980 0.121
H -4.1957 1.3486 -2.5048 0.128
H -6.8718 1.8016 -2.6557 0.085
H -7.7861 1.3374 -1.2231 0.086
H -6.8944 0.1383 -2.2085 0.081
H -2.1066 0.0643 -1.8978 0.070
H -1.4994 -0.0099 -0.4599 -0.016
C 3.7316 0.8306 2.7685 -0.040
C 4.1893 -0.5785 2.4159 -0.389
C 4.1314 -1.5523 3.6079 -0.180
O 4.6441 -2.7764 3.1129 -0.216
C 4.8895 -3.7788 4.0871 -0.078
N 3.2382 -1.1084 1.4197 -0.078
H 2.7245 0.8373 3.1869 0.085
H 3.8073 1.4966 1.9078 0.053
H 4.4017 1.2528 3.5211 0.092
H 5.1941 -0.4641 2.0046 0.143
H 3.1121 -1.7513 3.9563 0.121
H 4.7068 -1.1742 4.4605 0.136
H 5.1995 -4.6256 3.4766 0.094
H 4.0326 -3.9533 4.7397 0.090
H 5.7711 -3.4776 4.6633 0.093
H 3.4104 -2.1199 1.4151 0.077
H 2.3299 -1.1745 1.8922 0.044
C -2.7544 -5.3904 1.1769 -0.056
C -3.2341 -3.9631 1.0948 -0.434
C -3.9306 -3.5061 2.3522 -0.203
O -5.0062 -4.4030 2.6538 -0.185
C -5.5019 -4.2177 3.9643 -0.116
N -2.0629 -3.1325 0.7840 0.034
H -3.5291 -6.1401 1.3252 0.082
H -2.0503 -5.5566 1.9997 0.083
H -2.1279 -5.6125 0.3085 0.071
H -3.9634 -3.7902 0.2916 0.144
H -4.3331 -2.4985 2.2130 0.129
H -3.2332 -3.6008 3.1923 0.115
H -6.2475 -5.0120 4.0491 0.089
H -6.1024 -3.3093 4.0706 0.088
H -4.8149 -4.3262 4.8051 0.087
H -1.7179 -3.3784 -0.1372 0.073
H -2.3740 -2.1719 0.6508 0.051
C -0.7506 2.9343 -3.3798 -0.052
C 0.2701 3.4812 -4.3476 -0.421
C -0.1973 4.8485 -4.8870 -0.218
O -1.3477 4.7577 -5.6946 -0.161
C -1.6178 5.9896 -6.3188 -0.117
N 1.5453 3.6041 -3.6723 0.036
H -0.5891 1.8961 -3.0714 0.057
H -1.7554 2.8970 -3.8064 0.087
H -0.7694 3.5087 -2.4516 0.069
H 0.4026 2.8221 -5.2111 0.140
H 0.6755 5.2394 -5.4284 0.122
H -0.3493 5.5504 -4.0570 0.123
H -2.4640 5.8494 -6.9954 0.090
H -0.8072 6.3265 -6.9705 0.090
H -1.9542 6.7843 -5.6470 0.091
H 1.4572 4.1978 -2.8326 0.045
H 2.1601 4.1840 -4.2467 0.086
C 1.7033 -4.5446 -2.3309 -0.045
C 2.3037 -3.1523 -2.2740 -0.434
C 1.7716 -2.2921 -3.4097 -0.190
O 2.4070 -1.0170 -3.3346 -0.355
C 1.8145 -0.1091 -4.2440 -0.093
N 2.0313 -2.5170 -0.9902 -0.003
H 1.6721 -4.8568 -3.3800 0.087
H 0.6735 -4.6685 -1.9915 0.085
H 2.3210 -5.2627 -1.7920 0.088
H 3.3831 -3.2428 -2.4373 0.146
H 0.6845 -2.2164 -3.2738 0.145
H 1.9040 -2.7963 -4.3684 0.140
H 1.8270 -0.5584 -5.2448 0.102
H 2.4167 0.7961 -4.3065 0.090
H 0.7678 0.1399 -4.0542 0.089
H 1.0260 -2.3442 -0.9852 0.092
H 2.2085 -3.0681 -0.1576 0.094
```

## Properties
- total charge = +1
- gap between HOMO and LUMO (eV) = 8.151
- E_LUMO (eV) = -2.6980

***

Short version: relative energy (zero: lowest compared OMol25 entry of this formula, charge and spin) = 0.0, 43.2 kcal per mole, in the order given.
Short version: E = -2086.019155, -2242.712960 a.u., in the order given.
Short version: F_max = 2.23, 2.14 eV/Å, in the order given.